[1]
Entry from the OMol25 dataset: a 2-piece molecular cluster, C6H10O overall (ωB97M-V with the def2-TZVPD basis set).

```
17
Properties=species:S:1:pos:R:3:forces:R:3
C 1.495829 -0.529887 -0.511145 0.0 0.0 0.0
C 0.685677 0.367035 0.411892 0.2 0.0 0.0
C 0.127665 1.701809 -0.158142 0.1 0.1 -0.1
C -1.289146 1.263600 0.228912 -0.1 0.2 0.1
O -1.894228 0.499131 -0.852288 0.0 -0.2 -0.1
C -1.498918 -0.696863 -0.414539 0.0 0.3 0.1
C -0.771120 -0.070673 0.781387 -0.1 -0.2 0.2
H 1.699421 -1.496446 -0.037976 0.0 0.1 -0.1
H 2.455030 -0.059503 -0.756162 -0.1 -0.1 0.0
H 0.962728 -0.725884 -1.447750 0.1 0.0 0.1
H 1.247474 0.554951 1.332823 -0.1 0.0 -0.1
H 0.474732 2.591448 0.373988 -0.1 -0.1 -0.1
H 0.253872 1.854214 -1.234378 0.0 0.0 0.1
H -1.998629 1.952654 0.689203 0.1 -0.1 -0.1
H -0.311514 -3.656817 0.038220 0.0 0.0 0.0
H -0.684639 -3.060704 -0.216259 0.0 -0.1 0.0
H -0.954230 -0.488057 1.772218 0.0 0.1 -0.2
```
Positions in Å, forces in eV/Å.

Results
Energy relative to the best compared isomer or geometry (same formula, charge and spin), kJ/mol: 444.4
Kohn-Sham gap, eV: 9.369
E_tot, eV: -8426.635
E_LUMO, eV: 0.87
Charge: 0
Largest force on an atom, eV Å⁻¹: 0.313

Here are the Mulliken charges for atoms 1 to 8, given in e: C -1.408; C 0.163; C -0.939; C -0.008; O -0.242; C -0.506; C 0.098; H 0.320

***

[2]
Entry from the OMol25 dataset: C3H3N3O as an isolated structure (ωB97M-V with the def2-TZVPD basis set).

```
10
Properties=species:S:1:pos:R:3:forces:R:3
N 2.187767 -0.157944 -0.024930 -0.4 0.1 -0.1
C 0.943111 -0.074895 -0.073722 0.3 -0.3 0.1
N 0.381464 1.385361 -0.665546 -1.1 0.4 0.1
N -0.720762 1.716423 -0.535774 1.1 -0.4 -0.1
O -2.485788 -0.798816 0.945266 0.5 0.2 -0.2
C -1.432367 -0.478304 0.486504 -0.3 -0.2 0.2
C -0.129966 -0.896056 0.292180 0.0 0.0 0.0
H 2.663793 0.586857 -0.528006 0.0 0.0 0.0
H -1.435291 0.681579 -0.094140 0.0 0.1 0.0
H 0.028036 -1.964205 0.198168 0.0 0.1 0.0
```
Positions in Å, forces in eV/Å.

Results
Energy relative to the best compared isomer or geometry (same formula, charge and spin), kJ/mol: 382.5
Kohn-Sham gap (spin up / spin down), eV: 8.184 / 8.183
E_tot, eV: -9673.490
E_LUMO (spin up / spin down), eV: -1.15 / -1.15
Charge: 0
Largest force on an atom, eV Å⁻¹: 1.170

Here are the Mulliken charges for atoms 1 to 8, given in e: N -0.586; C 0.518; N 0.060; N -0.327; O -0.461; C 0.458; C -0.697; H 0.286

***

[3]
Entry from the OMol25 dataset: C27H16I2N7OPt as an isolated structure (ωB97M-V with the def2-TZVPD basis set).

```
54
Properties=species:S:1:pos:R:3:forces:R:3
Pt -0.202200 0.004400 0.029200 0.7 0.0 -0.9
C 0.039200 -4.289700 -0.111000 -0.1 -0.3 0.7
C 0.002400 -2.975800 -0.532800 0.0 0.6 -0.2
N -0.222900 -1.972800 0.324200 -0.1 -1.3 1.0
C -0.378000 -2.304200 1.655200 0.1 -0.9 -1.4
C -0.339200 -3.653600 2.024200 -0.1 0.9 0.3
N -0.150900 -4.627300 1.167800 0.2 -0.3 -0.9
C -0.555900 -1.186000 2.554700 -0.2 1.4 0.3
C -0.684100 -1.204500 3.929700 0.0 0.3 -0.1
C -0.795900 -0.000200 4.645600 0.1 0.0 -0.8
C -0.690300 1.204900 3.930500 0.0 -0.3 -0.1
C -0.562500 1.188700 2.555900 -0.2 -1.4 0.3
N -0.561000 0.001800 1.901100 0.0 0.0 1.5
C -0.391000 2.310000 1.659300 0.1 0.9 -1.4
C -0.360600 3.658700 2.031700 -0.1 -0.9 0.3
N -0.178400 4.635200 1.177400 0.2 0.3 -0.9
C 0.013500 4.301800 -0.102200 -0.1 0.3 0.7
C -0.014900 2.988700 -0.526800 0.0 -0.6 -0.2
N -0.233700 1.982300 0.327900 -0.1 1.3 0.9
C -1.010500 0.000700 6.093300 -0.2 0.0 1.1
C -1.131700 -1.189100 6.821000 0.0 0.2 -0.2
C -1.372300 -1.135200 8.183300 0.1 -0.1 -0.4
N -1.493000 0.002800 8.833100 -0.2 0.0 1.1
C -1.379600 1.139900 8.180300 0.1 0.1 -0.4
C -1.139400 1.191800 6.818000 0.0 -0.2 -0.2
H 0.213500 -5.096900 -0.805100 0.0 0.0 -0.1
H 0.154800 -2.707800 -1.571400 0.0 0.0 0.1
H -0.470400 -3.947000 3.055000 0.0 0.1 0.2
H -0.685900 -2.152600 4.436700 0.0 -0.1 0.1
H -0.696500 2.152600 4.437900 0.0 0.1 0.1
H -0.493500 3.949800 3.063100 0.0 -0.1 0.2
H 0.182300 5.111800 -0.794300 0.0 0.0 -0.1
H 0.139300 2.723600 -1.565700 0.0 0.0 0.1
H -1.057600 -2.155500 6.352800 0.0 -0.1 0.0
H -1.479700 -2.041900 8.763200 0.0 -0.1 0.0
H -1.492800 2.047400 8.757800 0.0 0.1 0.0
H -1.072000 2.157800 6.348000 0.0 0.1 0.0
I 5.353600 -0.000800 -0.371700 0.0 0.0 -0.3
C 3.892500 0.000500 -1.861900 -0.6 0.0 0.6
C 4.206300 0.000100 -3.203000 -0.2 0.0 -0.4
C 3.210100 0.000700 -4.160000 -0.2 0.0 -0.3
I 3.762600 -0.000700 -6.194100 0.0 0.0 0.3
C 1.841400 0.001700 -3.784600 0.6 0.0 -0.2
C 0.771600 0.000400 -4.699600 -0.4 0.0 0.2
C -0.523600 0.000700 -4.239800 0.4 0.0 -0.2
C -0.752300 0.003400 -2.863400 -0.4 0.0 0.1
N 0.230900 0.004800 -1.974100 -0.7 0.0 -0.4
C 1.513900 0.003300 -2.399800 1.2 0.0 0.3
C 2.555200 0.002500 -1.376200 1.1 0.0 -1.2
O 2.317500 0.003600 -0.154500 -1.1 0.0 1.3
H 5.242500 -0.001200 -3.499500 0.1 0.0 -0.1
H 0.975800 -0.001100 -5.760500 0.0 0.0 0.0
H -1.353000 -0.001100 -4.930200 -0.1 0.0 0.1
H -1.760200 0.004200 -2.467700 0.0 0.0 0.0
```
Positions in Å, forces in eV/Å.

Results
Kohn-Sham gap, eV: 4.413
E_tot, eV: -60179.548
E_LUMO, eV: -4.90
Charge: +1
Largest force on an atom, eV Å⁻¹: 1.696

Here are the Mulliken charges for atoms 1 to 8, given in e: Pt 0.531; C -0.506; C 0.028; N -0.240; C -0.025; C -0.104; N -0.562; C 0.119

***

[4]
Entry from the OMol25 dataset: C23H28NOSr as an isolated structure (ωB97M-V with the def2-TZVPD basis set).

```
54
Properties=species:S:1:pos:R:3:forces:R:3
C -2.996050 0.085733 2.085522 0.0 -0.3 -0.5
C -2.426136 0.960610 1.123246 -0.3 -0.3 -0.1
C -2.093674 0.206060 -0.027855 -0.1 -0.1 0.2
H -2.315244 2.040915 1.217952 0.0 -0.4 0.1
C -2.445209 -1.151257 0.219298 -0.1 0.2 0.3
C -3.012782 -1.226571 1.522461 0.0 0.3 -0.1
H -2.380042 -1.959386 -0.506839 -0.1 0.1 0.2
C 1.106436 1.360716 3.775374 -0.1 0.3 -0.3
C 0.131836 2.120100 3.070716 0.4 -0.1 0.1
C 0.530669 2.203088 1.714021 0.6 -0.1 0.1
H -0.722952 2.630939 3.510229 0.1 -0.3 -0.1
C 1.767980 1.520305 1.572687 -0.3 -0.1 0.3
C 2.112789 0.979732 2.851698 -0.1 0.1 -0.3
H -1.750957 0.611971 -0.979493 0.1 -0.1 0.3
H -3.426495 -2.125502 1.982645 0.2 0.3 -0.1
H -3.398934 0.382320 3.055399 0.3 -0.2 -0.3
H 3.011695 0.393250 3.066201 -0.4 0.2 0.0
H 0.023193 2.736978 0.910011 0.0 -0.2 0.3
H 1.109846 1.155646 4.847221 0.0 0.0 -0.4
Sr -0.210186 -0.816215 2.151175 -1.4 1.5 1.0
C 2.362950 1.042073 0.251911 -0.4 -0.3 0.2
C 3.866162 0.757743 0.350333 0.1 0.1 -0.1
C 2.068043 1.979109 -0.925596 0.2 0.1 -0.1
H 4.401801 1.594076 0.815949 -0.2 -0.1 -0.1
H 4.268924 0.620624 -0.661133 0.1 -0.1 0.1
H 4.084633 -0.151416 0.921053 -0.1 0.2 0.0
H 2.431357 2.996373 -0.713457 -0.1 -0.3 0.0
H 0.996944 2.031694 -1.163102 0.2 0.0 0.2
H 2.586907 1.615562 -1.825890 -0.2 0.1 0.1
C 1.591038 -0.305906 0.063340 0.3 -1.0 0.1
C 2.060192 -1.437503 -0.833362 0.0 -0.2 1.8
H 0.529935 -0.066915 -0.187306 0.5 -0.1 0.2
H 1.730409 -0.837006 1.045137 0.1 0.8 -1.0
O 2.617014 -2.385144 -0.278703 0.0 0.8 -1.7
N 1.648206 -1.357954 -2.172398 0.4 -0.8 -0.8
C 0.297891 -1.961026 -2.344693 0.0 -0.4 0.2
H 2.292558 -1.884099 -2.761947 -0.1 0.0 0.3
C -0.685776 -1.091448 -3.069976 -0.1 0.4 -0.2
C -1.981055 -1.577151 -3.283478 0.0 0.3 0.0
H -2.214976 -2.605456 -2.996038 0.0 0.3 0.0
C -2.956193 -0.751307 -3.836089 0.2 0.2 -0.2
H -3.976135 -1.121985 -3.967783 0.4 0.1 0.0
C -2.625917 0.553683 -4.236409 0.3 0.0 0.1
H -3.391546 1.201212 -4.684452 0.4 -0.3 0.3
C -1.312072 1.019859 -4.073295 -0.1 -0.5 0.0
H -1.033182 2.019408 -4.410510 -0.1 -0.2 0.1
C -0.338370 0.194417 -3.484085 -0.6 0.1 -0.2
H 0.687470 0.531587 -3.342772 -0.3 0.0 0.0
H -0.123569 -2.225259 -1.352280 0.2 0.2 -0.4
H 0.404658 -2.914006 -2.892207 0.0 0.2 0.3
C -0.684923 -1.802611 4.497880 0.2 -0.1 -0.4
H -1.030574 -0.986449 5.155548 0.1 -0.3 -0.1
H 0.272360 -2.224836 4.849023 -0.4 -0.1 0.3
H -1.460946 -2.579378 4.385116 0.2 0.1 0.4
```
Positions in Å, forces in eV/Å.

Results
Energy relative to the best compared isomer or geometry (same formula, charge and spin), kJ/mol: 57.2
Kohn-Sham gap, eV: 5.880
E_tot, eV: -28678.516
E_LUMO, eV: 2.59
Charge: -1
Largest force on an atom, eV Å⁻¹: 2.270

Here are the Mulliken charges for atoms 1 to 8, given in e: C -0.408; C -1.155; C 0.565; H 0.389; C -0.156; C -1.191; H 0.229; C -0.855